No. 1
{
  "formula": "C2H3O3S",
  "method": "ωB97M-V with the def2-TZVPD basis set",
  "elements": ["S", "O", "O", "O", "C", "C", "H", "H", "H"],
  "positions_angstrom": [[-1.2666, -0.2607, 0.1198], [0.1132, -2.5889, -1.4107], [0.5961, -0.5431, -2.3184], [-0.1812, 1.5239, 1.7955], [0.1490, 0.6706, 0.7083], [0.2378, -1.4805, -1.7335], [-1.1352, 1.4171, 1.9095], [0.5495, 1.2847, -0.1137], [0.9373, -0.0231, 1.0432]],
  "forces_ev_per_a": [[-0.283, -0.119, 0.042], [-0.237, -0.942, 0.335], [0.275, 0.916, -0.456], [-0.105, 0.386, 0.454], [0.285, -0.296, -0.526], [0.023, -0.017, 0.029], [0.116, -0.066, -0.088], [0.008, -0.089, 0.219], [-0.082, 0.226, -0.010]],
  "lumo_energy_ev": 3.81,
  "energy_ev": -19102.0077,
  "e_above_lowest_kj_mol": 23.6,
  "max_force_ha_per_bohr": 0.0206,
  "charge": -1,
  "gap_ha": 0.249
}

No. 2
{
  "formula": "C24H29F24N4O5",
  "method": "ωB97M-V with the def2-TZVPD basis set",
  "elements": ["F", "F", "F", "F", "F", "F", "F", "F", "F", "F", "F", "F", "F", "F", "F", "F", "F", "F", "F", "F", "F", "F", "F", "F", "O", "O", "O", "O", "O", "N", "N", "N", "N", "C", "C", "C", "C", "C", "C", "C", "C", "C", "C", "C", "C", "C", "C", "C", "C", "C", "C", "C", "C", "C", "C", "C", "C", "H", "H", "H", "H", "H", "H", "H", "H", "H", "H", "H", "H", "H", "H", "H", "H", "H", "H", "H", "H", "H", "H", "H", "H", "H", "H", "H", "H", "H"],
  "positions_angstrom": [[4.7688, -3.1009, 2.4682], [6.5964, 7.8574, -0.3933], [-8.4950, -3.6282, -1.4344], [6.1515, 9.2941, 1.9438], [3.6139, 4.8580, -1.5416], [0.2198, -2.2077, 3.0818], [-5.0754, -4.2635, -2.1455], [-7.2210, -2.7156, -2.9352], [5.0086, -5.8020, 1.9771], [3.0261, -5.3678, 2.7451], [1.1054, -4.0712, 2.4224], [-6.7675, -5.4326, -2.8532], [3.5408, 5.7720, 0.4307], [4.4718, 7.9494, 1.6090], [4.3241, 8.2534, -0.7866], [2.4887, 7.3793, -1.5451], [-9.3125, -5.7674, -2.2148], [4.9356, -3.5716, 0.3512], [-8.7539, -7.0462, 1.0607], [-10.8017, -6.0672, -0.6546], [-8.5125, -4.9735, 0.4799], [3.1464, -3.6809, 4.4751], [1.1028, -3.8944, 5.1960], [7.9277, 7.2048, 1.1858], [-7.1923, -6.5654, -0.4471], [2.2670, -2.1361, 2.2174], [4.5356, -0.2549, -2.0703], [6.2225, 5.8817, 0.6520], [3.2865, 1.0772, -0.3593], [-3.4664, 0.7890, -0.9665], [-3.3893, -0.3200, -1.7932], [-5.0535, -0.9819, -0.0059], [-4.8132, 1.2549, 1.1829], [2.6852, 1.9803, -1.3564], [-9.5767, -6.4712, -1.0839], [-4.3274, -1.4016, -1.2907], [-6.2870, -5.4621, -0.5409], [5.8019, 7.9820, 1.8814], [6.6194, 7.2420, 0.8138], [4.1006, -3.6770, 1.4334], [-8.5088, -6.2383, -0.0063], [3.8341, 7.1924, -1.4628], [-7.2060, -3.3685, -1.7412], [-4.4355, 0.4244, 0.1358], [4.4681, 0.3729, -0.8885], [5.8207, 0.3040, 0.0700], [4.1499, 5.8651, -0.7815], [1.3901, -2.9006, 3.0426], [3.8442, -5.1579, 1.6916], [-6.3580, -4.6327, -1.8326], [1.0957, 1.5178, -1.5781], [2.8469, -2.8456, 1.1193], [1.9234, -3.0904, 4.4693], [0.0147, 2.6490, -1.0766], [-2.6606, 2.0353, -1.2571], [-1.3006, 2.0333, -0.3037], [5.6468, 5.5592, -0.6169], [-6.8020, -2.6768, -0.9954], [-5.2933, -5.9276, -0.5263], [4.2304, 7.2151, -2.4828], [2.0969, -3.4148, 0.5571], [-2.7854, -0.3435, -2.6518], [5.7497, 4.4691, -0.6898], [2.0118, -2.1313, 4.9854], [2.7390, 3.0692, -0.9130], [1.0045, 1.3124, -2.7450], [-1.4417, 2.6679, 0.6781], [5.9529, 7.5377, 2.8683], [3.1648, -2.0560, 0.4266], [0.9963, 0.4951, -0.9754], [6.2472, 5.9453, -1.4494], [-4.5612, 1.0585, 2.1863], [-5.3727, 2.1147, 0.9061], [-9.6374, -7.5284, -1.3534], [5.5447, 0.3485, 1.2306], [0.6081, 3.3954, -0.3740], [6.5309, 1.2184, -0.1829], [-0.3154, 3.2669, -2.0294], [-4.4308, -2.4137, -1.8784], [6.4422, -0.6827, -0.0675], [3.4105, -5.6415, 0.8108], [-1.0154, 0.9314, 0.0254], [-6.3078, -4.8371, 0.3599], [-2.2510, 1.9207, -2.3724], [3.2720, 2.0070, -2.3855], [-3.2548, 3.0458, -1.1347]],
  "forces_ev_per_a": [[-0.215, -0.335, -0.225], [0.389, 0.148, 0.825], [0.684, 0.399, -0.312], [0.248, -0.523, -0.281], [0.181, 0.545, -0.371], [0.408, -0.140, 0.433], [0.194, 0.457, 0.131], [0.386, -0.149, -0.030], [-0.097, 0.424, -0.192], [0.401, -0.153, -0.328], [-0.461, 0.538, 0.692], [0.150, 0.614, 0.400], [0.016, 0.145, -0.422], [0.522, -0.231, 0.216], [-0.457, -0.355, -0.405], [0.076, -0.390, 0.078], [0.078, -0.448, 0.396], [-0.464, -0.384, 0.110], [-0.193, 0.234, -0.854], [0.582, -0.082, 0.294], [-0.518, -0.673, 0.092], [-0.540, 0.555, -0.060], [-0.121, 0.284, -0.540], [-0.820, 0.194, 0.247], [-1.336, 1.226, -0.139], [-0.550, -1.518, 1.045], [-1.202, 4.371, 7.136], [-0.421, 1.752, -0.233], [3.204, -0.784, -2.459], [-3.213, -2.046, 2.454], [-3.331, -2.756, 2.080], [6.251, 3.571, -5.783], [0.184, 0.692, -1.190], [-1.210, 0.959, -0.677], [-0.769, -0.088, -0.744], [0.666, 3.641, 2.029], [0.720, -0.705, 0.580], [-0.579, 0.575, 0.636], [0.903, -1.391, -1.196], [0.348, 0.892, 0.389], [1.629, -0.102, 1.138], [-0.618, 0.802, -0.506], [-0.653, 0.802, -0.273], [0.046, -2.484, -1.851], [1.191, -3.118, -4.102], [-0.464, 0.261, 0.959], [0.229, -0.244, 1.053], [0.129, 0.502, -1.982], [0.526, -1.141, 0.088], [-0.773, -1.488, -0.350], [0.903, -0.268, -0.365], [-0.154, 0.816, -0.762], [0.568, -0.315, 0.932], [0.530, 0.260, -0.440], [2.204, 0.439, -0.115], [0.816, 0.142, 0.392], [0.686, -0.879, -0.032], [0.038, -0.140, 0.127], [-0.267, 0.004, -0.254], [0.101, -0.155, 0.066], [0.249, -0.102, 0.308], [-0.962, 0.133, 1.252], [-0.211, 0.216, 0.196], [-0.115, 0.078, -0.214], [-0.233, -2.438, -0.731], [-0.109, 0.261, 2.551], [-0.091, -1.362, -2.014], [0.176, -0.129, -0.141], [0.130, -0.117, 0.303], [0.064, 2.224, -1.352], [-0.316, 0.156, 0.200], [-0.617, 0.200, -1.865], [1.264, -1.574, 0.937], [0.169, -0.005, 0.202], [0.414, 0.137, -2.660], [-1.474, -1.554, -1.351], [-1.695, -1.849, 0.443], [0.576, -1.107, 2.016], [0.256, 2.255, 1.344], [-1.586, 1.945, -0.213], [-0.028, 0.184, -0.058], [-0.868, 2.209, -0.730], [-0.212, 0.042, -0.330], [-1.267, 0.313, 2.367], [-1.187, -0.440, 2.293], [0.911, -2.438, -0.296]],
  "lumo_energy_ev": -4.24,
  "energy_ev": -106760.6452,
  "max_force_ha_per_bohr": 0.1796,
  "charge": 1,
  "gap_ha": 0.303
}

No. 3
{
  "formula": "C24H64O8",
  "method": "ωB97M-V with the def2-TZVPD basis set",
  "elements": ["O", "O", "O", "O", "O", "O", "O", "O", "C", "C", "C", "C", "C", "C", "C", "C", "C", "C", "C", "C", "C", "C", "C", "C", "C", "C", "C", "C", "C", "C", "C", "C", "H", "H", "H", "H", "H", "H", "H", "H", "H", "H", "H", "H", "H", "H", "H", "H", "H", "H", "H", "H", "H", "H", "H", "H", "H", "H", "H", "H", "H", "H", "H", "H", "H", "H", "H", "H", "H", "H", "H", "H", "H", "H", "H", "H", "H", "H", "H", "H", "H", "H", "H", "H", "H", "H", "H", "H", "H", "H", "H", "H", "H", "H", "H", "H"],
  "positions_angstrom": [[0.2282, 1.5416, 0.4287], [1.8203, -1.6406, 5.6565], [-1.3995, 0.4067, 2.4690], [-1.7058, 3.6417, -0.0137], [3.7478, -3.0795, -1.5492], [-1.8804, -5.6209, 0.9461], [1.3310, 6.2891, 2.3206], [-3.2019, 0.2469, -4.5484], [-1.9085, 3.5399, -1.4063], [-2.5542, 0.7420, 3.2794], [0.7226, -2.7548, 3.8434], [-2.2184, -4.4022, -1.0867], [2.0452, 4.6808, 4.0040], [-1.4208, -1.0137, -3.5972], [1.7266, 1.3011, -1.3421], [2.9901, -1.7351, 3.5777], [-1.1337, 0.2829, -5.7318], [-1.7971, 0.2481, -4.3569], [1.0959, -0.7489, -0.0270], [2.8597, -3.1586, -2.6663], [1.3444, 0.7605, 0.0286], [-2.4618, 4.8457, -1.9567], [2.0507, -2.5088, 4.5384], [-1.1802, -4.9865, -0.1117], [2.6359, -1.7392, -3.2334], [1.4728, 4.8981, 2.5982], [2.2956, 4.2764, 1.4745], [-0.3194, -3.8718, 0.4470], [-3.7476, 0.0457, 2.6305], [-2.6680, 2.2598, 3.3824], [-2.8872, 2.3845, -1.6855], [3.5951, -4.0012, -3.7159], [-0.0031, -3.2617, -0.3981], [-1.2657, 2.8258, 0.2601], [-3.6616, -1.0410, 2.6800], [-2.8160, -5.2304, -1.4757], [3.5023, -5.0766, -3.5717], [2.3173, -1.6681, -4.2729], [-3.2663, 5.2503, -1.3399], [-3.9031, 2.5451, -1.3256], [0.2740, -1.0154, -0.6956], [2.2060, 0.9408, 0.6825], [4.2045, -2.2390, -1.4841], [4.6394, -3.6962, -3.6661], [0.0337, -3.2001, 4.5588], [1.4764, -0.7946, 5.3655], [1.9550, -1.2519, -0.4724], [0.3553, -1.8784, 3.3082], [-1.3745, -0.5576, 2.4776], [2.5102, 3.6995, 4.1294], [-1.4201, 1.0882, -3.7642], [-1.7899, 5.6968, -2.1070], [-3.4165, 2.4442, 4.1552], [-1.8972, -1.8864, -4.0472], [-0.0466, 0.4192, -5.6646], [2.5055, -3.4478, 4.8419], [0.9213, -1.1164, 0.9851], [-3.4100, 0.5440, -5.4360], [0.5870, -4.2453, 0.9284], [0.8794, 1.5746, -1.9754], [-0.3442, -1.1837, -3.5581], [-1.3709, 1.2198, -6.2512], [0.8831, -3.5089, 3.0650], [1.2091, 4.6506, 4.7092], [2.5069, -0.7851, 3.3523], [-0.9542, 3.3025, -1.8990], [0.8080, 6.6660, 3.0399], [-3.0482, 2.6588, 2.4393], [-2.8283, 4.6854, -2.9756], [3.2070, 4.7796, 1.1669], [2.4501, 3.2631, 1.8563], [-0.8122, -3.2516, 1.1984], [3.5584, -1.1520, -3.1949], [1.8956, -3.5216, -2.3106], [3.3092, -3.7621, -4.7441], [2.2240, 2.2720, -1.2391], [-1.7190, -4.0424, -1.9893], [3.0348, -2.3283, 2.6536], [1.6282, 4.2052, 0.6131], [-2.7568, -3.6482, -0.5212], [-3.8157, 0.3062, 1.5724], [-2.9962, 2.3053, -2.7737], [-0.4808, -5.6584, -0.6235], [-2.3885, 0.3969, 4.3082], [-1.3260, -0.5899, -6.3526], [-1.7387, 2.7535, 3.6533], [2.4227, 0.6432, -1.8558], [2.7699, 5.4486, 4.2758], [-2.4183, -6.3463, 0.6203], [4.0275, -1.6339, 3.8850], [0.0735, 1.3063, 1.3600], [-2.4727, 1.4465, -1.3139], [-1.8066, -0.9270, -2.5777], [-4.6947, 0.3701, 3.0718], [1.8851, -1.2735, -2.5989], [0.5047, 4.3813, 2.6663]],
  "forces_ev_per_a": [[0.280, -0.580, 0.960], [0.354, -1.037, 1.003], [-0.034, -0.022, 0.618], [0.083, 0.359, 0.331], [-0.523, -0.504, 0.920], [0.436, -0.065, 0.552], [-0.398, -0.155, 0.294], [-0.275, 0.152, 0.681], [-0.638, -0.277, 0.009], [0.414, 0.159, -0.212], [0.636, -1.298, -0.398], [1.135, -1.058, -0.172], [-0.049, -0.222, 0.139], [-0.449, -0.095, 0.340], [0.517, 0.931, -0.043], [-0.439, -1.533, -0.570], [1.031, 1.021, 0.097], [0.826, -0.872, -1.089], [-0.143, 0.448, 0.000], [1.315, 1.218, -1.237], [0.286, 0.080, -1.462], [-0.090, 0.585, -0.524], [0.028, 2.453, -0.903], [-0.437, 0.606, -0.340], [-0.197, -0.082, 0.478], [0.712, 0.110, 0.373], [-1.336, -0.528, 0.350], [0.418, -0.130, 0.208], [-0.330, 0.522, 0.102], [-0.761, -0.586, -0.481], [0.373, 0.359, -1.026], [-0.321, 0.025, -0.338], [0.032, 0.172, 0.113], [0.152, 0.090, -0.040], [-0.037, 0.000, 0.207], [-0.532, 0.213, 0.353], [0.139, 0.025, 0.131], [-0.236, -0.418, 0.036], [-0.159, -0.354, 0.018], [0.158, 0.153, 0.445], [-0.309, 0.264, 0.247], [-0.135, 0.015, 0.231], [-0.147, 0.163, -0.318], [0.109, -0.245, 0.171], [-0.341, 0.379, -0.080], [-0.032, 0.006, -0.356], [0.249, -0.009, 0.442], [-0.172, 0.215, 0.432], [0.203, 0.049, -0.227], [0.122, 0.039, -0.262], [-0.448, 0.294, -0.113], [0.544, -0.401, 0.501], [0.051, 0.266, -0.008], [0.036, 0.023, -0.104], [-0.011, -0.489, 0.320], [-0.058, 0.121, 0.540], [-0.089, -0.314, -0.114], [0.088, 0.139, -0.039], [-0.043, -0.152, -0.068], [-0.265, -0.681, 0.053], [0.019, 0.182, -0.009], [-0.597, -0.260, -0.151], [-0.089, 0.001, 0.045], [0.163, 0.439, 0.179], [0.262, 0.188, -0.045], [-0.037, 0.047, -0.036], [0.063, 0.098, -0.208], [0.177, 0.200, 0.022], [-0.291, -0.209, 0.167], [0.121, 0.115, 0.455], [0.512, -0.090, -0.550], [-0.332, -0.003, -0.240], [0.057, -0.072, 0.165], [0.145, -0.462, -0.081], [-0.414, -0.136, 0.126], [0.147, -0.119, 0.214], [-0.026, 0.582, 0.209], [-0.008, 0.297, -0.120], [0.197, -0.053, -0.139], [-0.408, 0.086, -0.441], [0.221, 0.144, 0.000], [0.030, -0.256, 0.091], [-0.303, -0.315, -0.040], [-0.008, -0.365, -0.167], [-0.243, -0.005, 0.050], [0.115, -0.143, 0.010], [-0.107, -0.008, -0.124], [-0.034, -0.004, 0.034], [0.037, 0.004, -0.217], [-0.142, 0.261, 0.481], [-0.530, 0.130, -0.241], [-0.135, -0.042, 0.108], [0.095, -0.131, 0.026], [0.092, -0.232, 0.176], [0.066, 0.370, -0.211], [-0.106, 0.217, -0.707]],
  "lumo_energy_ev": 0.49,
  "energy_ev": -42304.4771,
  "e_above_lowest_kj_mol": 200.8,
  "max_force_ha_per_bohr": 0.0508,
  "gap_ha": 0.367,
  "smiles": "CC(C)O.CC(C)O.CC(C)O.CC(C)O.CC(C)O.CC(C)O.CC(C)O.CC(C)O"
}